(1)
{"formula": "C57H92N13OPb", "method": "the ωB97M-V functional and the def2-TZVPD basis", "symbols": ["Pb", "C", "C", "C", "C", "C", "C", "N", "O", "C", "C", "C", "H", "H", "H", "H", "H", "H", "H", "H", "H", "H", "H", "H", "H", "H", "H", "H", "H", "H", "C", "C", "C", "C", "N", "H", "H", "H", "H", "H", "H", "H", "C", "C", "C", "C", "N", "H", "H", "H", "H", "H", "H", "H", "C", "C", "C", "C", "N", "H", "H", "H", "H", "H", "H", "H", "C", "C", "C", "C", "N", "H", "H", "H", "H", "H", "H", "H", "C", "C", "C", "C", "N", "H", "H", "H", "H", "H", "H", "H", "C", "C", "C", "C", "N", "H", "H", "H", "H", "H", "H", "H", "C", "C", "C", "C", "N", "H", "H", "H", "H", "H", "H", "H", "N", "C", "C", "C", "C", "H", "H", "H", "H", "H", "N", "C", "C", "C", "C", "H", "H", "H", "H", "H", "N", "C", "C", "C", "C", "H", "H", "H", "H", "H", "N", "C", "C", "C", "C", "H", "H", "H", "H", "H", "N", "C", "C", "C", "C", "H", "H", "H", "H", "H"], "positions_angstrom": [[-0.6755, -25.7276, 14.5165], [3.7184, -23.1021, 13.0830], [2.3102, -23.2281, 12.4791], [2.3652, -22.5852, 11.1003], [3.0632, -23.4162, 10.0571], [2.3213, -24.7159, 9.8934], [2.1508, -25.5424, 11.2267], [1.8543, -24.6452, 12.3597], [1.6778, -25.3368, 13.5356], [3.4842, -26.3682, 11.2988], [0.9506, -26.4582, 10.9854], [1.2808, -22.3984, 13.2380], [3.7299, -23.4012, 14.1331], [4.1174, -22.1109, 12.8752], [4.4206, -23.8348, 12.6768], [2.9658, -21.6675, 11.0618], [1.4591, -22.1414, 10.6714], [4.1005, -23.6093, 10.3380], [3.0033, -22.8682, 9.1139], [2.6915, -25.4456, 9.1744], [1.2897, -24.4745, 9.6117], [3.6247, -27.0795, 10.4847], [3.3631, -27.0489, 12.1516], [4.3793, -25.7844, 11.5079], [0.9745, -27.0017, 10.0407], [0.0579, -25.8339, 11.0000], [0.8089, -27.2263, 11.7510], [1.4203, -22.6033, 14.3049], [0.2599, -22.7184, 13.0359], [1.3944, -21.3226, 13.1188], [-3.3431, -25.5498, 9.4299], [-1.9430, -25.0037, 9.1014], [-1.5841, -23.8327, 10.0112], [-1.7089, -24.1878, 11.4243], [-1.7949, -24.5143, 12.5201], [-4.0117, -24.6882, 9.3823], [-3.4364, -25.9929, 10.4218], [-3.6693, -26.3108, 8.7235], [-1.8422, -24.7729, 8.0402], [-1.1895, -25.7929, 9.1659], [-2.1630, -22.9295, 9.8016], [-0.5748, -23.4523, 9.8338], [1.5532, -30.0245, 8.9987], [1.9614, -31.0364, 10.0745], [3.0566, -30.4674, 10.9799], [3.3896, -31.1222, 12.2412], [3.7173, -31.6006, 13.2315], [2.2148, -29.9986, 8.1305], [1.5094, -28.9734, 9.2946], [0.5429, -30.2126, 8.6331], [2.3804, -31.9468, 9.6495], [1.0683, -31.1858, 10.6818], [2.7538, -29.4431, 11.2155], [3.9586, -30.3996, 10.3673], [-0.3321, -19.3556, 14.9516], [-0.2238, -20.0611, 16.3190], [-1.3734, -21.0610, 16.5401], [-1.2516, -22.2681, 15.7012], [-1.0985, -23.2031, 15.0550], [-1.2317, -18.7417, 15.0292], [-0.6113, -20.0729, 14.1776], [0.5757, -18.7931, 14.7663], [-0.2622, -19.3161, 17.1120], [0.7196, -20.6057, 16.3877], [-2.3439, -20.5907, 16.3756], [-1.3939, -21.4093, 17.5743], [0.9147, -19.4452, 8.8395], [2.0656, -19.8814, 7.9129], [3.4197, -19.7014, 8.5546], [4.5250, -20.1847, 7.7043], [5.4414, -20.5260, 7.1042], [1.0219, -18.3587, 8.8616], [1.0454, -19.8261, 9.8536], [-0.0693, -19.7307, 8.4750], [1.9889, -19.3825, 6.9484], [1.9307, -20.9533, 7.7401], [3.5168, -20.1666, 9.5374], [3.7605, -18.6732, 8.7189], [3.7620, -17.9254, 12.3040], [3.5807, -18.9191, 13.4683], [3.6692, -18.1201, 14.7932], [2.8090, -16.9481, 14.8698], [2.1241, -16.0412, 15.0341], [2.8207, -17.4403, 12.0465], [3.9932, -18.4830, 11.3922], [4.5820, -17.2375, 12.4986], [4.3037, -19.7291, 13.3816], [2.5967, -19.3886, 13.4219], [4.7152, -17.8676, 14.9806], [3.4618, -18.7128, 15.6889], [6.2758, -24.9842, 8.8971], [5.9475, -23.9510, 7.8303], [7.2240, -23.3695, 7.1869], [8.2528, -24.3407, 6.8549], [9.0486, -25.1303, 6.6067], [6.8717, -25.8562, 8.6246], [5.3587, -25.3354, 9.3703], [6.9257, -24.4973, 9.6357], [5.2253, -23.2469, 8.2391], [5.3305, -24.5273, 7.1326], [7.6997, -22.6928, 7.9022], [6.9695, -22.7621, 6.3192], [6.5575, -20.6442, 10.7999], [7.6828, -21.5069, 11.3564], [8.8844, -20.7384, 11.8442], [9.6996, -20.2248, 10.7559], [10.3788, -19.8147, 9.9263], [6.0645, -20.0338, 11.5602], [5.7979, -21.2177, 10.2642], [6.9583, -19.9516, 10.0529], [7.9640, -22.2289, 10.5869], [7.1720, -22.0383, 12.1625], [9.5574, -21.4199, 12.3721], [8.5567, -19.9475, 12.5180], [7.4372, -21.9717, 15.0569], [7.9174, -20.7011, 15.0904], [6.9591, -19.8727, 15.5943], [5.8873, -20.7229, 15.9615], [6.2252, -22.0265, 15.7094], [7.9287, -22.7529, 14.6332], [8.8384, -20.3892, 14.6260], [6.9413, -18.7962, 15.6417], [4.9611, -20.4235, 16.4312], [5.6892, -22.9565, 15.7815], [7.1937, -25.7303, 14.3765], [7.2960, -25.0134, 13.2228], [8.4563, -24.2790, 13.1846], [9.0336, -24.5065, 14.4623], [8.2729, -25.4150, 15.1556], [6.3731, -26.2285, 14.6993], [6.4458, -25.0104, 12.5542], [8.8456, -23.6900, 12.3740], [9.9772, -24.1378, 14.8374], [8.4022, -25.8519, 16.1317], [4.0818, -26.0413, 15.1548], [4.3884, -25.3776, 16.3160], [4.9919, -26.2758, 17.1655], [5.1095, -27.4940, 16.4783], [4.5828, -27.3294, 15.2008], [3.5619, -25.6238, 14.3930], [4.0647, -24.3607, 16.4662], [5.2616, -26.0432, 18.1831], [5.4352, -28.3934, 16.9766], [4.4741, -28.0609, 14.4173], [7.6025, -27.9907, 11.2638], [6.5038, -28.5942, 11.8118], [6.6623, -29.9176, 11.5939], [7.8674, -30.1869, 10.8948], [8.4599, -28.9262, 10.7572], [7.7417, -26.9950, 11.2357], [5.7092, -28.0434, 12.2869], [6.0412, -30.7315, 11.9394], [8.2870, -31.1381, 10.6186], [9.3795, -28.6665, 10.2590], [-1.7993, -31.2676, 10.5051], [-2.8817, -31.3359, 9.6906], [-3.3101, -30.0703, 9.4332], [-2.4007, -29.1851, 10.0713], [-1.4714, -29.9527, 10.7689], [-1.3606, -32.0900, 10.8817], [-3.3094, -32.2667, 9.3558], [-4.1775, -29.7649, 8.8716], [-2.5345, -28.1188, 10.1608], [-0.6669, -29.7413, 11.4528]], "lowdin_charge": [1.370, 0.000, -0.464, -0.162, -0.182, -0.120, -0.455, -0.152, -0.397, -0.032, -0.044, -0.045, 0.064, 0.079, 0.063, 0.101, 0.111, 0.102, 0.109, 0.121, 0.096, 0.085, 0.061, 0.055, 0.077, 0.039, 0.071, 0.070, 0.045, 0.071, -0.096, -0.233, -0.156, -0.162, 0.074, 0.083, 0.062, 0.080, 0.123, 0.091, 0.137, 0.104, -0.098, -0.231, -0.202, -0.234, 0.151, 0.080, 0.044, 0.067, 0.119, 0.077, 0.095, 0.120, -0.077, -0.231, -0.149, -0.134, 0.053, 0.085, 0.064, 0.053, 0.118, 0.106, 0.132, 0.130, -0.092, -0.251, -0.200, -0.216, 0.181, 0.079, 0.054, 0.071, 0.120, 0.101, 0.084, 0.129, -0.091, -0.230, -0.196, -0.245, 0.159, 0.078, 0.043, 0.089, 0.082, 0.077, 0.110, 0.103, -0.117, -0.246, -0.187, -0.239, 0.153, 0.076, 0.042, 0.067, 0.067, 0.113, 0.109, 0.104, -0.094, -0.271, -0.199, -0.226, 0.158, 0.062, 0.053, 0.081, 0.103, 0.085, 0.114, 0.108, 0.043, -0.148, -0.104, -0.134, -0.109, 0.079, 0.104, 0.090, 0.080, 0.078, 0.063, -0.163, -0.114, -0.133, -0.099, 0.086, 0.090, 0.085, 0.108, 0.119, 0.010, -0.149, -0.105, -0.099, -0.138, 0.087, 0.098, 0.100, 0.103, 0.100, 0.013, -0.148, -0.144, -0.074, -0.116, 0.121, 0.078, 0.072, 0.091, 0.108, 0.009, -0.137, -0.104, -0.106, -0.142, 0.149, 0.116, 0.095, 0.058, 0.095], "e_lumo_ev": -4.50, "total_charge": 1, "homo_ev": -9.68, "largest_force_ha_per_bohr": 0.0503, "energy_ha": -3206.6182}

***

(2)
{"formula": "C57H94N4O29", "method": "the ωB97M-V functional and the def2-TZVPD basis", "symbols": ["O", "N", "O", "C", "C", "C", "C", "C", "C", "H", "H", "H", "H", "H", "O", "N", "O", "C", "C", "C", "C", "C", "C", "H", "H", "H", "H", "H", "O", "N", "O", "C", "C", "C", "C", "C", "C", "H", "H", "H", "H", "H", "O", "N", "O", "C", "C", "C", "C", "C", "C", "H", "H", "H", "H", "H", "C", "O", "C", "O", "O", "C", "H", "H", "H", "H", "H", "H", "C", "O", "C", "O", "O", "C", "H", "H", "H", "H", "H", "H", "C", "O", "C", "O", "O", "C", "H", "H", "H", "H", "H", "H", "C", "O", "C", "C", "O", "C", "C", "O", "C", "H", "H", "H", "H", "H", "H", "H", "H", "H", "H", "H", "H", "H", "H", "C", "O", "C", "C", "O", "C", "C", "O", "C", "H", "H", "H", "H", "H", "H", "H", "H", "H", "H", "H", "H", "H", "H", "C", "O", "C", "C", "O", "C", "C", "O", "C", "H", "H", "H", "H", "H", "H", "H", "H", "H", "H", "H", "H", "H", "H", "C", "O", "C", "C", "O", "C", "C", "O", "C", "H", "H", "H", "H", "H", "H", "H", "H", "H", "H", "H", "H", "H", "H"], "positions_angstrom": [[-10.2528, -1.8982, 23.8295], [-9.5575, -1.2032, 23.0479], [-8.9539, -1.6819, 22.0647], [-9.3742, 0.2312, 23.4431], [-8.2780, 0.9918, 22.9475], [-8.1180, 2.3566, 23.2623], [-9.0957, 2.9670, 24.0411], [-10.1213, 2.2921, 24.6279], [-10.1984, 0.8629, 24.3800], [-7.6018, 0.5038, 22.2613], [-7.2469, 2.9152, 22.9531], [-9.0061, 4.0012, 24.3390], [-10.8383, 2.8212, 25.2383], [-11.0155, 0.2673, 24.7594], [-11.9190, 7.9290, 21.8845], [-11.4431, 6.8272, 22.2327], [-11.3750, 6.4935, 23.3693], [-10.9912, 5.8978, 21.2171], [-10.5523, 4.5980, 21.5637], [-10.1394, 3.6537, 20.6453], [-10.2765, 4.0275, 19.2980], [-10.7688, 5.2872, 18.9054], [-11.0252, 6.2248, 19.8839], [-10.5678, 4.3018, 22.6022], [-9.8796, 2.6469, 20.9373], [-10.2496, 3.2376, 18.5619], [-10.8692, 5.4234, 17.8388], [-11.4512, 7.1772, 19.6048], [-8.8777, -0.9670, 19.2139], [-9.9654, -0.4380, 19.2618], [-10.1485, 0.7876, 19.0092], [-11.0689, -1.3024, 19.6544], [-10.9585, -2.7313, 19.7154], [-12.1063, -3.5166, 19.9326], [-13.3173, -2.8748, 20.1245], [-13.4446, -1.4668, 20.1898], [-12.3262, -0.7327, 19.8618], [-10.0492, -3.2812, 19.5225], [-12.0961, -4.5926, 19.8403], [-14.2104, -3.4780, 20.1952], [-14.4683, -1.1861, 20.3888], [-12.3696, 0.3441, 19.9338], [-13.0488, 2.5949, 26.2689], [-12.7389, 2.9094, 27.4242], [-13.2001, 3.8951, 28.0429], [-11.9356, 1.9266, 28.1920], [-11.2775, 2.3700, 29.3673], [-10.5801, 1.3989, 30.1357], [-10.5957, 0.0438, 29.8460], [-11.3284, -0.3586, 28.6958], [-11.9989, 0.5554, 27.9121], [-11.2666, 3.3982, 29.6977], [-10.0184, 1.7617, 30.9838], [-10.0820, -0.6918, 30.4471], [-11.3553, -1.4082, 28.4427], [-12.5248, 0.1966, 27.0397], [-20.9698, 2.7839, 21.0297], [-19.6652, 2.2419, 21.1569], [-19.4699, 0.9281, 21.4736], [-20.2889, 0.0612, 21.6191], [-18.1014, 0.7732, 21.6192], [-17.6359, -0.2495, 22.5449], [-21.6880, 2.2587, 21.6594], [-21.2747, 2.6938, 19.9872], [-20.8535, 3.8187, 21.3519], [-18.0995, -1.1572, 22.1585], [-17.9367, -0.1031, 23.5822], [-16.5498, -0.3197, 22.4853], [-13.9781, 3.4135, 22.5324], [-14.4234, 2.2431, 23.2238], [-13.6433, 1.1656, 23.2253], [-12.5814, 1.0974, 22.6753], [-14.1558, 0.2891, 24.0463], [-13.5729, -0.9355, 24.2262], [-13.1018, 3.2975, 21.8946], [-13.6191, 4.0748, 23.3209], [-14.8459, 3.8178, 22.0112], [-13.3780, -1.3702, 23.2458], [-14.3109, -1.4951, 24.8008], [-12.7317, -0.8005, 24.9061], [-18.6868, 0.4547, 17.9750], [-17.7192, 1.4957, 17.8418], [-16.4650, 1.2124, 18.0674], [-16.0577, 0.1117, 18.4635], [-15.7556, 2.3220, 17.8288], [-14.4568, 2.5542, 18.3968], [-19.6753, 0.9130, 17.9425], [-18.5126, -0.1349, 18.8751], [-18.5457, -0.2660, 17.1696], [-14.6566, 3.2350, 19.2242], [-13.8204, 2.9592, 17.6100], [-14.0618, 1.6124, 18.7779], [-17.4247, 10.4315, 20.4691], [-16.1340, 10.8987, 20.4111], [-15.3169, 10.6805, 21.5487], [-14.9995, 9.2427, 22.0234], [-16.0703, 8.3354, 21.9111], [-15.9464, 7.1665, 22.6765], [-16.9448, 6.0339, 22.2979], [-16.7114, 5.6893, 20.9608], [-17.6072, 4.6549, 20.5361], [-17.9083, 10.8539, 21.3499], [-17.5671, 9.3600, 20.3288], [-17.8795, 10.8465, 19.5696], [-15.9132, 11.0938, 22.3621], [-14.3927, 11.2531, 21.4691], [-14.6933, 9.2177, 23.0692], [-14.1763, 8.7588, 21.4978], [-16.1248, 7.4269, 23.7198], [-14.9615, 6.7171, 22.5502], [-17.9699, 6.3934, 22.3867], [-16.7204, 5.1340, 22.8705], [-17.4460, 4.3129, 19.5138], [-18.5723, 5.1608, 20.5631], [-17.6089, 3.7552, 21.1514], [-13.8488, 6.4622, 25.7247], [-15.2175, 6.3830, 26.1241], [-15.6169, 5.0152, 26.2009], [-17.1314, 5.0733, 26.0265], [-17.6192, 3.7422, 26.2161], [-19.0351, 3.4535, 26.1204], [-19.3877, 3.3040, 24.5812], [-19.2635, 4.5985, 24.0128], [-20.3987, 5.4656, 24.1138], [-13.8353, 6.3053, 24.6462], [-13.2085, 5.7906, 26.2966], [-13.5390, 7.4387, 26.0970], [-15.4295, 4.5646, 27.1755], [-15.2100, 4.3265, 25.4605], [-17.3154, 5.4250, 25.0113], [-17.6007, 5.8115, 26.6769], [-19.6428, 4.1537, 26.6936], [-19.1431, 2.5214, 26.6750], [-20.3603, 2.8659, 24.3573], [-18.6206, 2.6663, 24.1417], [-20.4383, 6.0826, 23.2160], [-20.2641, 6.0746, 25.0077], [-21.4139, 5.0691, 24.1297], [-18.0121, 0.2639, 29.0771], [-16.7252, 0.6705, 29.4024], [-15.9276, 1.2690, 28.3771], [-15.6259, 0.4633, 27.0884], [-14.8986, -0.7034, 27.3126], [-15.4578, -1.7860, 28.0404], [-14.8015, -3.1051, 27.7463], [-13.4144, -3.1449, 28.2173], [-13.1942, -3.3887, 29.5767], [-18.0077, -0.7548, 28.6896], [-18.5067, 0.9672, 28.4071], [-18.6221, 0.2598, 29.9805], [-14.9829, 1.6065, 28.8035], [-16.3391, 2.2272, 28.0598], [-15.1124, 1.1342, 26.3997], [-16.5520, 0.1994, 26.5777], [-16.4885, -1.8800, 27.6984], [-15.4866, -1.5145, 29.0956], [-14.8600, -3.2558, 26.6684], [-15.4089, -3.8998, 28.1795], [-13.5159, -4.3492, 29.9793], [-13.6465, -2.6022, 30.1807], [-12.1385, -3.3194, 29.8390], [-22.9829, -6.7185, 22.2614], [-21.7467, -6.5465, 21.7410], [-20.9900, -7.7263, 21.5042], [-19.5805, -7.3557, 21.0400], [-18.8872, -6.4744, 22.0186], [-17.7828, -5.7491, 21.4926], [-17.0709, -5.0368, 22.6080], [-15.9713, -4.2723, 22.0000], [-15.1160, -3.6744, 22.9866], [-22.9400, -6.9446, 23.3268], [-23.5196, -7.5994, 21.9093], [-23.4700, -5.7455, 22.1962], [-21.4026, -8.3606, 20.7196], [-20.9822, -8.2401, 22.4654], [-19.6669, -6.7981, 20.1075], [-19.0454, -8.2952, 20.9019], [-18.1912, -4.9409, 20.8859], [-17.2105, -6.4008, 20.8324], [-16.8032, -5.7597, 23.3785], [-17.7057, -4.4083, 23.2326], [-15.6559, -2.7693, 23.2648], [-14.1636, -3.4309, 22.5157], [-14.9784, -4.3305, 23.8461]], "lowdin_charge": [0.048, -0.278, 0.057, -0.118, 0.005, -0.059, -0.128, -0.037, 0.022, 0.112, 0.111, 0.113, 0.090, 0.078, 0.046, -0.341, 0.090, -0.141, -0.012, -0.042, -0.050, -0.052, -0.015, 0.082, 0.095, 0.089, 0.107, 0.120, 0.085, -0.317, 0.022, -0.136, 0.021, -0.056, -0.083, -0.047, -0.016, 0.114, 0.108, 0.096, 0.104, 0.099, 0.050, -0.284, 0.060, -0.129, 0.019, -0.071, -0.047, -0.045, -0.009, 0.113, 0.101, 0.105, 0.098, 0.098, -0.032, -0.052, -0.557, 0.138, -0.051, -0.015, 0.096, 0.096, 0.088, 0.090, 0.093, 0.080, -0.007, 0.006, -0.623, 0.129, -0.003, -0.047, 0.082, 0.086, 0.087, 0.095, 0.085, 0.084, -0.020, 0.010, -0.589, 0.084, -0.013, 0.001, 0.100, 0.087, 0.100, 0.090, 0.099, 0.075, -0.141, -0.173, -0.159, -0.175, -0.149, -0.171, -0.200, -0.190, -0.079, 0.092, 0.083, 0.087, 0.112, 0.128, 0.123, 0.102, 0.123, 0.113, 0.118, 0.110, 0.087, 0.086, 0.076, -0.090, -0.182, -0.201, -0.174, -0.157, -0.131, -0.154, -0.231, -0.092, 0.063, 0.070, 0.095, 0.105, 0.116, 0.093, 0.133, 0.119, 0.098, 0.117, 0.119, 0.080, 0.086, 0.085, -0.118, -0.176, -0.155, -0.181, -0.148, -0.188, -0.140, -0.184, -0.135, 0.072, 0.078, 0.092, 0.117, 0.109, 0.109, 0.122, 0.116, 0.127, 0.116, 0.126, 0.086, 0.083, 0.080, -0.160, -0.177, -0.191, -0.134, -0.149, -0.208, -0.180, -0.199, -0.096, 0.082, 0.088, 0.098, 0.126, 0.127, 0.124, 0.122, 0.126, 0.130, 0.119, 0.125, 0.074, 0.064, 0.090], "e_lumo_ev": -0.92, "total_charge": 0, "homo_ev": -8.99, "largest_force_ha_per_bohr": 0.0624, "energy_ha": -4628.5792}